Entry from the Open Molecules 2025 dataset: a gas-phase ion, C4H11N2O (charge +1) (wB97M-V/def2-TZVPD).

Values from the calculation:
Total charge ... +1
HOMO energy ... -0.4836 Ha
2S+1 ... 1
SMILES string ... C/[NH+]=C/[C@@H](C)ON
Frontier orbital gap ... 8.3 eV

Structure (XYZ):
```
18
C4H11N2O | the Open Molecules 2025 dataset | wB97M-V/def2-TZVPD
C -2.8832 0.6591 -0.0452
N -1.4759 0.5337 0.1121
C -0.6777 -0.3966 0.5643
C 0.7629 -0.3073 0.3993
C 1.3234 -1.6457 -0.2532
O 1.0556 0.8442 -0.4784
N 2.2647 1.3916 0.0433
H -3.0153 1.7080 0.0654
H -3.4867 0.4475 -1.0215
H -3.5103 -0.0645 0.5215
H -0.8556 1.2388 -0.4071
H -0.9812 -1.2248 1.1258
H 1.4377 -0.2593 1.3187
H 1.8570 -2.3238 0.3659
H 2.0396 -1.3642 -1.1170
H 0.5510 -2.2171 -0.7225
H 3.1211 0.7908 0.1031
H 2.4729 2.1895 -0.5746
```